C40H32I2N4O3PTl | ωB97M-V/def2-TZVPD

Each line ends with the Mulliken charge.
Cartesian coordinates (Å):
1 Tl 0.50400 -0.87735 -0.72278  1.02
2 I -7.60494 -0.16632 2.13162  -0.08
3 C -5.51836 -0.29023 1.92130  -0.40
4 C -4.72176 -0.44856 3.05321  -0.49
5 C -3.35225 -0.52977 2.88396  -0.01
6 I -2.13052 -0.78302 4.57214  -0.06
7 C -2.67259 -0.45567 1.61838  -0.15
8 O -1.42705 -0.50668 1.49529  -0.07
9 C -3.56474 -0.30076 0.49050  -0.03
10 C -2.96271 -0.20061 -0.88022  -0.89
11 N -2.16890 -1.37272 -1.28455  0.55
12 C -2.83901 -2.64675 -1.14694  -0.92
13 C -1.94840 -3.79878 -0.74826  0.73
14 C -2.11636 -5.05122 -1.34155  -1.02
15 C -1.33649 -6.10985 -0.91630  -0.28
16 C -0.40408 -5.89476 0.08739  -0.83
17 C -0.29958 -4.61364 0.61077  -0.11
18 N -1.04969 -3.59387 0.21056  0.05
19 C -4.93542 -0.22867 0.65532  -0.13
20 H -5.15711 -0.50446 4.04137  0.35
21 H -2.28910 0.66036 -0.92032  0.07
22 H -3.76763 -0.01616 -1.60173  0.48
23 H -1.94181 -1.24255 -2.27147  -0.33
24 H -3.35237 -2.92757 -2.07619  0.15
25 H -3.60660 -2.56350 -0.37298  0.46
26 H -2.84500 -5.17882 -2.13293  0.37
27 H -1.44267 -7.08766 -1.37205  0.38
28 H 0.23338 -6.69210 0.44855  0.36
29 H 0.42661 -4.38621 1.38661  0.44
30 H -5.56234 -0.12156 -0.22330  0.39
31 C -1.14743 3.35696 5.10809  -0.42
32 C 0.08929 2.77471 5.34586  -0.77
33 C 0.75816 2.11132 4.32354  -0.03
34 C 0.20134 2.02151 3.04986  0.30
35 C -1.04579 2.60785 2.82566  -0.55
36 C -1.71255 3.27445 3.84168  -0.52
37 P 0.91417 1.12196 1.60947  1.30
38 C 2.15105 0.05556 2.45423  0.03
39 C 3.48214 -0.05631 2.05600  -0.54
40 C 4.30600 -1.04093 2.59172  -0.68
41 C 3.81543 -1.93254 3.53344  -0.48
42 C 2.48436 -1.84042 3.92941  -0.68
43 C 1.66041 -0.86685 3.38820  0.01
44 C 1.95327 2.41045 0.80670  0.23
45 C 2.86236 3.17752 1.48663  -0.01
46 C 3.66664 4.11325 0.80438  -0.87
47 C 3.52559 4.27936 -0.54510  -0.77
48 C 2.57490 3.53145 -1.28177  1.11
49 C 2.39604 3.73545 -2.67243  -1.04
50 C 1.44298 3.01708 -3.33810  -0.95
51 C 0.65798 2.05270 -2.66000  -0.11
52 C 0.79274 1.75730 -1.31573  -0.65
53 C 1.77095 2.55371 -0.61711  -0.02
54 H -1.67834 3.85531 5.91080  0.35
55 H 0.53221 2.82770 6.33440  0.36
56 H 1.71711 1.64741 4.52359  0.32
57 H -1.50206 2.50553 1.84706  0.23
58 H -2.68844 3.70485 3.65403  0.40
59 H 3.87836 0.62646 1.31431  0.37
60 H 5.33685 -1.11130 2.26365  0.38
61 H 4.45635 -2.70541 3.94098  0.34
62 H 2.08002 -2.54082 4.65079  0.41
63 H 0.60711 -0.82810 3.66717  -0.19
64 H 2.96649 3.06701 2.56165  0.36
65 H 4.39763 4.69684 1.35270  0.39
66 H 4.14015 5.00379 -1.07231  0.33
67 H 3.01583 4.46381 -3.18738  0.27
68 H 1.29773 3.17445 -4.40381  0.41
69 H -0.07491 1.51254 -3.25389  0.32
70 C 2.97369 -0.24838 -5.50255  -0.96
71 N 1.55540 -0.38644 -5.24838  0.26
72 C 0.63577 0.27814 -6.00295  0.12
73 C -0.67260 0.22017 -5.72626  -0.85
74 C -1.10550 -0.54734 -4.55538  0.55
75 O -2.31219 -0.64506 -4.28288  -0.79
76 N -0.15593 -1.11937 -3.76406  -0.27
77 C 1.15317 -1.08400 -4.07711  0.23
78 O 2.05528 -1.59675 -3.40923  -0.73
79 H 3.11642 0.06698 -6.53707  0.34
80 H 3.46732 -1.20161 -5.33269  0.29
81 H 3.43132 0.48388 -4.83237  0.25
82 H 1.03518 0.84818 -6.83359  0.27
83 H -1.40595 0.74545 -6.31925  0.37

Results
Energy relative to the best compared isomer or geometry (same formula, charge and spin), kJ/mol: 0.0
Charge: -2
HOMO energy, eV: -1.51
Kohn-Sham gap, eV: 5.155

=====

C38H64BCrIN5P2Sb2 | ωB97M-V/def2-TZVPD

Each line ends with the Mulliken charge.
Cartesian coordinates (Å):
1 Cr 0.94874 0.21137 -1.07642  -0.28
2 C -0.87563 -2.47844 4.84137  -1.93
3 C 0.16558 -1.48259 4.28632  2.24
4 C 1.44197 -2.23783 3.88863  -2.16
5 C 0.58150 -0.46688 5.36022  -2.08
6 P -0.33589 -0.51024 2.73774  0.36
7 C -0.99130 -1.90677 1.65652  -0.67
8 N 0.02721 -2.39956 0.72904  0.78
9 B 0.78862 -1.70444 -0.27372  0.00
10 N 1.63887 -2.70627 -0.86935  1.13
11 C 2.68644 -2.43125 -1.82531  -1.70
12 P 3.20436 -0.70493 -1.36696  0.50
13 C 4.10607 0.07636 -2.83674  2.31
14 C 3.01350 0.59131 -3.78200  -1.83
15 C 4.99612 -0.89190 -3.61465  -1.78
16 C 4.88463 1.29199 -2.32407  -1.80
17 C 4.45924 -1.03699 0.02495  2.55
18 C 5.81575 -1.50798 -0.49964  -1.97
19 C 3.91884 -2.13317 0.95210  -1.91
20 C 4.62198 0.22562 0.87973  -1.76
21 C 1.39826 -3.92967 -0.27201  0.30
22 C 1.96597 -5.17420 -0.48578  -0.75
23 C 1.53162 -6.23921 0.29487  -0.91
24 C 0.54787 -6.06131 1.25859  -0.85
25 C -0.03046 -4.81467 1.47466  -0.71
26 C 0.40175 -3.74373 0.70827  0.85
27 C -1.90186 0.48654 3.20508  2.78
28 C -2.75267 0.03116 4.39063  -2.02
29 C -2.81167 0.58058 1.97896  -2.77
30 C -1.35999 1.89779 3.48637  -1.86
31 H -1.06561 -2.27952 5.89725  0.43
32 H -0.50807 -3.50317 4.76084  0.36
33 H -1.83363 -2.43295 4.32743  0.34
34 H 1.82740 -2.78249 4.75555  0.64
35 H 2.21052 -1.53214 3.56970  0.32
36 H 1.26891 -2.95775 3.08733  0.38
37 H 1.00646 -0.99998 6.21491  0.53
38 H -0.25686 0.12801 5.71925  0.42
39 H 1.34300 0.21534 4.97473  0.36
40 H -1.84498 -1.55205 1.08015  0.30
41 H -1.32489 -2.72859 2.28717  -0.13
42 H 2.30855 -2.43888 -2.85233  0.47
43 H 3.50371 -3.15097 -1.75043  0.50
44 H 2.42916 -0.22344 -4.20625  0.29
45 H 3.47626 1.13600 -4.60922  0.60
46 H 2.33280 1.28093 -3.27218  0.25
47 H 4.44868 -1.79662 -3.88555  0.30
48 H 5.88628 -1.17652 -3.05824  0.33
49 H 5.31994 -0.41225 -4.54148  0.53
50 H 4.24769 1.92197 -1.69677  0.24
51 H 5.22414 1.89925 -3.16605  0.54
52 H 5.76293 1.01089 -1.74655  0.25
53 H 5.71619 -2.36753 -1.16516  0.32
54 H 6.41872 -1.82040 0.35603  0.49
55 H 6.36861 -0.72589 -1.01628  0.35
56 H 3.91542 -3.11594 0.48327  0.33
57 H 2.91468 -1.90540 1.30304  -0.13
58 H 4.57538 -2.19108 1.82393  0.77
59 H 5.02901 1.07236 0.32762  0.34
60 H 5.30234 0.01185 1.70756  0.54
61 H 3.66356 0.51712 1.30683  0.01
62 H 2.72298 -5.32031 -1.24672  0.49
63 H 1.95700 -7.22268 0.14358  0.40
64 H 0.21497 -6.90852 1.84380  0.42
65 H -0.79984 -4.69839 2.22720  0.46
66 H -3.24456 -0.92336 4.20070  0.40
67 H -3.53840 0.77432 4.55934  0.50
68 H -2.18218 -0.05340 5.31309  0.35
69 H -3.55307 1.36987 2.13898  0.69
70 H -2.22610 0.82959 1.08946  0.22
71 H -3.35541 -0.34867 1.80142  0.47
72 H -0.70956 1.91249 4.36273  0.37
73 H -2.18282 2.59796 3.66159  0.49
74 H -0.77986 2.26175 2.63603  0.27
75 C -5.06387 -0.04479 -3.44506  -1.32
76 Sb -4.23915 0.00498 -1.45644  0.63
77 C -5.75348 -1.30021 -0.62221  -1.43
78 C -5.29393 1.85164 -0.93063  -1.64
79 C -5.02827 2.95967 -1.89785  0.68
80 C -6.01731 3.24940 -2.84113  -0.61
81 C -5.88047 4.27297 -3.76110  -0.73
82 C -4.74327 5.06259 -3.73720  -0.71
83 C -3.76064 4.80741 -2.79925  -0.60
84 C -3.86202 3.76075 -1.88057  0.95
85 C -2.75059 3.60209 -0.89177  -1.34
86 Sb -1.02422 2.42249 -1.57043  0.20
87 C -1.34184 2.69735 -3.67325  -1.26
88 C 0.37299 4.06271 -1.39289  -1.49
89 H -6.13742 0.13310 -3.38754  0.37
90 H -4.86310 -1.01535 -3.89510  0.43
91 H -4.60746 0.73196 -4.05547  0.31
92 H -6.72780 -1.06286 -1.04776  0.42
93 H -5.79302 -1.18691 0.46095  0.39
94 H -5.50283 -2.33407 -0.85734  0.40
95 H -5.00542 2.12098 0.08649  0.55
96 H -6.35357 1.59734 -0.93188  0.67
97 H -6.92221 2.65269 -2.83696  0.35
98 H -6.66750 4.46692 -4.47843  0.41
99 H -4.62811 5.87674 -4.44104  0.40
100 H -2.88629 5.44852 -2.75640  0.43
101 H -3.09320 3.17350 0.04819  0.37
102 H -2.29878 4.57260 -0.69003  0.66
103 H -1.48851 3.75704 -3.87107  0.48
104 H -2.23471 2.15133 -3.97294  0.22
105 H -0.49260 2.32648 -4.24337  0.50
106 H -0.02454 4.95898 -1.86907  0.57
107 H 1.32770 3.80730 -1.85377  0.36
108 H 0.54754 4.26655 -0.33576  0.46
109 N 1.55162 1.42056 0.22219  -0.29
110 C 2.07031 2.26376 0.85959  0.48
111 N 2.49377 3.17367 1.60054  -0.77
112 C 3.67132 3.72716 1.75045  0.49
113 N 4.68224 4.26260 1.92504  -0.59
114 I -0.30627 -0.90112 -3.20443  -0.26

Results
Energy relative to the best compared isomer or geometry (same formula, charge and spin), kJ/mol: 14.8
Expectation value of S²: 3.91
Spin multiplicity: 4
HOMO energy (spin up / spin down), eV: -7.79 / -7.81
Kohn-Sham gap (spin up / spin down), eV: 7.294 / 8.031

=====

C3H6N2S3 | ωB97M-V/def2-TZVPD

Each line ends with the Mulliken charge.
Cartesian coordinates (Å):
1 C -1.43143 1.24384 -1.90146  0.11
2 C 0.06250 0.90166 -1.58411  -0.77
3 C 0.75956 -1.97632 2.26734  -0.86
4 N 0.26368 1.02717 -0.20005  0.23
5 N 0.49733 -0.12892 0.44353  -0.24
6 S -2.27043 2.50094 -1.21674  -0.36
7 S -2.11112 0.10981 -2.91912  -0.34
8 S 0.28732 -0.25781 2.01893  0.17
9 H 0.24858 -0.05570 -1.89611  0.43
10 H 0.78011 1.51433 -2.01381  0.31
11 H 0.64279 -2.27397 3.24584  0.39
12 H 1.76283 -1.99836 2.14919  0.34
13 H 0.23116 -2.55086 1.43334  0.28
14 H 0.27711 1.94418 0.17324  0.30

Results
Energy relative to the best compared isomer or geometry (same formula, charge and spin), kJ/mol: 455.4
HOMO energy (spin up / spin down), eV: -7.07 / -7.07
Kohn-Sham gap (spin up / spin down), eV: 4.691 / 4.685

=====

C6H16N2O2 | ωB97M-V/def2-TZVPD

Each line ends with the Mulliken charge.
Cartesian coordinates (Å):
1 C -0.22572 -0.57449 -0.70185  -0.32
2 C 0.42074 0.06774 0.36978  0.08
3 C 2.16467 0.09183 -0.80609  -0.08
4 C -2.64743 -1.29003 0.66247  -0.97
5 C -2.52978 0.99974 -0.00876  -1.02
6 C 3.26510 0.35202 0.17899  -1.27
7 N -1.83594 -0.10120 0.60299  -0.21
8 N 0.73294 -0.58733 1.56350  -0.50
9 O -0.49700 -0.02378 -1.89807  -0.51
10 O 1.93858 1.16016 -1.71041  -0.59
11 H 0.10767 0.72319 -2.06585  0.48
12 H 2.04480 1.99347 -1.23524  0.37
13 H -0.21794 -1.66302 -0.72558  0.44
14 H 0.35221 1.14709 0.43545  0.35
15 H 2.30633 -0.80585 -1.40392  0.37
16 H 0.62255 -1.59247 1.50658  0.24
17 H 0.15580 -0.22783 2.31414  0.30
18 H -3.52303 -1.14758 1.31651  0.32
19 H -2.06822 -2.11254 1.09801  0.27
20 H -3.03216 -1.61433 -0.32188  0.30
21 H -2.89092 0.77728 -1.02890  0.30
22 H -1.86963 1.87225 -0.06585  0.23
23 H -3.40617 1.30391 0.58595  0.37
24 H 3.38366 -0.50679 0.83778  0.33
25 H 3.02520 1.20890 0.81678  0.34
26 H 4.22370 0.54967 -0.31653  0.38

Results
Energy relative to the best compared isomer or geometry (same formula, charge and spin), kJ/mol: 587.6
HOMO energy, eV: -6.75
Kohn-Sham gap, eV: 7.523

=====

C12H19ClO | ωB97M-V/def2-TZVPD

Each line ends with the Mulliken charge.
Cartesian coordinates (Å):
1 C 1.93438 3.10003 -2.39201  -1.11
2 C 0.73424 2.23632 -1.83796  -0.57
3 C 0.89820 1.61492 -0.42027  -0.61
4 C -0.30729 0.75286 -0.21715  0.14
5 C -1.37489 0.23575 -0.20519  -0.55
6 C -2.66482 -0.43904 -0.01731  0.27
7 Cl -3.85116 0.26124 -1.18193  -0.19
8 C -2.43548 -1.92948 -0.21573  0.62
9 C -2.16192 -2.41529 -1.63629  -1.28
10 O -2.76136 -2.75603 0.60182  -0.56
11 H 1.84420 4.22525 -2.08042  0.25
12 H 1.84931 2.97969 -3.40123  0.38
13 H 2.83208 2.58819 -2.00665  0.30
14 H 0.55150 1.51544 -2.66869  0.28
15 H -0.18526 2.73022 -1.69544  0.41
16 H 1.72505 0.85633 -0.25658  0.25
17 H 0.87698 2.23728 0.39127  0.41
18 H -3.02224 -0.21699 0.90138  0.50
19 H -3.22251 -2.31275 -2.15810  0.35
20 H -1.35724 -1.85124 -2.09310  0.30
21 H -1.87884 -3.37657 -1.57564  0.42
22 C 1.05049 -1.93906 0.91211  -0.91
23 C 0.87526 -0.98754 1.84666  0.96
24 C 2.24551 -0.33193 2.19659  -1.27
25 C -0.26925 -0.51339 2.65075  -1.47
26 H 0.24590 -2.49577 0.59091  0.37
27 H 1.97219 -2.23774 0.40980  0.22
28 H 2.05168 0.80349 2.06620  0.21
29 H 2.96246 -0.63585 1.56814  0.40
30 H 2.46603 -0.47331 3.37116  0.31
31 H 0.10907 -0.54202 3.59945  0.57
32 H -1.05434 -1.15668 2.40274  0.32
33 H -0.67792 0.47369 2.55069  0.28

Results
SMILES: CCCC#C[C@@H](Cl)C(C)=O.C=C(C)C
Energy relative to the best compared isomer or geometry (same formula, charge and spin), kJ/mol: 115.4
HOMO energy, eV: -9.01
Kohn-Sham gap, eV: 9.497

=====

C37H47GeIrN5O | ωB97M-V/def2-TZVPD

Each line ends with the Mulliken charge.
Cartesian coordinates (Å):
1 Ir -1.04504 1.38390 -0.69979  1.13
2 C 5.15905 1.17582 2.85781  -2.06
3 C 3.79288 1.18014 3.55836  1.82
4 C 3.67122 2.46711 4.38961  -1.53
5 C 3.72300 -0.06132 4.46919  -1.56
6 C 2.64430 1.12051 2.57898  0.42
7 C 1.32487 1.03646 3.04438  -1.22
8 C 0.28277 0.98949 2.14952  -0.80
9 N 0.47640 1.01017 0.82275  -0.44
10 C 1.73276 1.10631 0.34059  0.08
11 C 2.82185 1.15414 1.19623  -0.08
12 C 1.83183 1.20563 -1.12835  0.10
13 C 3.02057 1.07877 -1.81625  -0.42
14 C 3.07833 1.21409 -3.20813  0.26
15 C 1.86868 1.50304 -3.84219  -0.81
16 C 0.70858 1.61255 -3.10671  -0.44
17 N 0.66585 1.45334 -1.77741  0.06
18 C 4.38427 1.09938 -3.95010  1.74
19 C 5.27785 2.28737 -3.56065  -1.47
20 C 4.19687 1.06706 -5.46886  -2.03
21 C 5.09964 -0.21369 -3.54328  -1.55
22 H 5.94917 1.20760 3.60529  0.43
23 H 5.28697 2.05792 2.22676  0.47
24 H 5.30469 0.26378 2.27446  0.47
25 H 4.52447 2.54953 5.06089  0.46
26 H 2.76536 2.47344 5.00000  0.36
27 H 3.65347 3.35334 3.75349  0.39
28 H 4.58635 -0.07502 5.13214  0.47
29 H 3.73145 -0.98050 3.88011  0.39
30 H 2.82783 -0.05303 5.09436  0.37
31 H 1.10993 1.03599 4.10378  0.58
32 H -0.74484 0.95285 2.48826  0.83
33 H 3.81569 1.25027 0.78586  0.59
34 H 3.92372 0.87092 -1.26120  0.50
35 H 1.82012 1.65586 -4.91041  0.54
36 H -0.22787 1.84370 -3.59825  0.58
37 H 4.84323 3.23304 -3.89207  0.40
38 H 6.25032 2.18189 -4.03881  0.44
39 H 5.43000 2.35427 -2.48161  0.35
40 H 3.80810 2.01762 -5.84383  0.44
41 H 3.53782 0.25500 -5.78049  0.47
42 H 5.15833 0.92079 -5.95676  0.42
43 H 5.34113 -0.22700 -2.47878  0.37
44 H 6.03652 -0.29245 -4.09034  0.48
45 H 4.48805 -1.08241 -3.79163  0.38
46 N -4.50207 2.56300 1.34384  -0.29
47 C -3.47050 2.43055 0.53770  0.58
48 O -2.79371 1.35503 0.51542  -0.34
49 C -3.09984 3.53428 -0.40085  -0.97
50 C -1.64757 3.40846 -0.85394  -0.87
51 H -4.77221 1.80605 1.94876  0.18
52 H -5.03494 3.41860 1.39696  0.27
53 H -3.27341 4.50958 0.06090  0.53
54 H -3.78159 3.47430 -1.25471  0.36
55 H -0.97244 3.91567 -0.16117  0.53
56 H -1.49650 3.80219 -1.85572  0.53
57 Ge -2.64340 -1.27093 1.64893  0.05
58 C -1.56586 -2.81704 2.37326  0.64
59 C -1.22345 -2.76799 3.72687  -0.16
60 C -0.54974 -3.84987 4.26260  -0.75
61 C -0.18768 -4.92717 3.44267  -0.50
62 C -0.47558 -4.92740 2.07372  -0.64
63 C -1.16522 -3.86308 1.52705  -0.11
64 C -4.50808 -2.11603 1.56316  0.39
65 C -5.42174 -1.64042 2.52288  -0.25
66 C -6.74915 -1.97373 2.38135  -0.72
67 C -7.14104 -2.84882 1.34291  -0.48
68 C -6.20612 -3.35316 0.41392  -0.65
69 C -4.87970 -3.01844 0.54418  -0.13
70 H -2.78564 -0.32242 2.89065  0.04
71 H -1.50567 -1.94142 4.36891  0.44
72 H -0.31144 -3.84984 5.31825  0.46
73 H 0.32567 -5.77806 3.87475  0.45
74 H -0.17330 -5.74790 1.43689  0.46
75 H -1.40615 -3.86440 0.47193  0.32
76 H -5.11092 -1.01276 3.34939  0.53
77 H -7.47168 -1.57758 3.08428  0.43
78 H -8.17427 -3.17661 1.28443  0.43
79 H -6.51261 -4.02473 -0.37785  0.44
80 H -4.15023 -3.44501 -0.13156  0.38
81 C -3.84822 -1.09472 -4.88641  -0.82
82 N -2.94667 -0.99176 -3.74239  0.07
83 C -2.05340 -1.94746 -3.33956  -0.78
84 C -1.38310 -1.42957 -2.27026  -0.60
85 N -1.87212 -0.16998 -2.01352  -0.02
86 C -2.81550 0.05948 -2.92428  -0.37
87 H -4.54811 -1.91599 -4.74762  0.35
88 H -3.27655 -1.26987 -5.79538  0.37
89 H -4.40535 -0.16857 -4.99833  0.31
90 H -1.94959 -2.89180 -3.84771  0.51
91 H -0.59019 -1.87558 -1.69188  0.59
92 H -3.40996 0.95527 -3.00032  0.48

Results
Energy relative to the best compared isomer or geometry (same formula, charge and spin), kJ/mol: 243.2
Charge: +4
Expectation value of S²: 0.75
Spin multiplicity: 2
HOMO energy (spin up / spin down), eV: -18.15 / -18.16
Kohn-Sham gap (spin up / spin down), eV: 4.112 / 4.363